No. 1
A single C4H6N2O molecule at a distorted geometry. Source: OMol25; level of theory: ωB97M-V with the def2-TZVPD basis set.

- ΔE to the lowest compared entry with this formula, charge and spin: 288.1 kJ/mol
- M: 98.1 u
- Energy: -340.6852 Eh
- Charge: 0
- SMILES: C=C(O)NC=C=N
- HOMO energy: -7.332 eV

Each line ends with the natural charge from an NBO analysis.
Geometry (Å):
C 1.23970 -0.01718 -0.03928  0.50
C -1.11594 -0.61911 -0.10609  -0.21
C -2.34537 -0.15796 0.03945  0.32
C 2.18944 0.92059 -0.02547  -0.64
O 1.45983 -1.33054 0.25988  -0.69
N -0.06325 0.23933 -0.41121  -0.60
N -3.47204 0.03421 0.48221  -0.60
H 2.40187 -1.45868 0.41494  0.50
H -4.23443 0.21111 -0.17326  0.36
H -0.86652 -1.66141 0.03067  0.25
H -0.37108 1.21962 -0.39236  0.40
H 1.96424 1.94158 -0.26439  0.21
H 3.21354 0.67844 0.18492  0.20

=====

No. 2
2 unconnected molecules or ions with the total composition C4H6N2O. Source: OMol25; level of theory: ωB97M-V with the def2-TZVPD basis set.

- ΔE to the lowest compared entry with this formula, charge and spin: 485.9 kJ/mol
- M: 98.1 u
- Energy: -340.6098 Eh
- Charge: 0
- HOMO energy: -8.932 eV

Each line ends with the natural charge from an NBO analysis.
Geometry (Å):
C -2.00160 -0.24771 -0.78635  0.09
O -1.04365 -0.88948 -0.14094  -0.48
C 0.19465 -0.28958 -0.17220  0.36
C 0.67969 0.89132 -0.64839  -0.14
N 2.02030 0.97608 -0.34903  -0.44
C 2.31767 -0.12318 0.29295  0.16
N 1.23266 -0.93952 0.43441  -0.54
H -2.40588 1.14421 0.43589  0.01
H -2.70993 0.88705 1.07578  0.01
H -2.90494 -0.84848 -0.53356  0.10
H 0.14674 1.66562 -1.17956  0.23
H 3.29265 -0.39083 0.67799  0.20
H 1.18164 -1.83550 0.89300  0.43

=====

What is the formula in the second record?
C4H6N2O